1.
The following is a quantum chemistry calculation of a cluster of 2 separate species, C5H12N2 in total, from the OMol25 dataset.

The geometry in XYZ format:
```
19
Properties=species:S:1:pos:R:3:forces:R:3:lowdin_charge:R:1
C 0.47266 -1.77494 0.53456 -0.7 1.1 1.7 0.058
C -0.12960 -0.94874 1.23688 0.8 -2.6 -0.5 -0.241
C -0.91957 -0.64163 2.44522 -0.1 0.7 -0.1 -0.098
H 1.06925 -2.64070 0.36844 0.0 -0.1 -0.5 0.054
H -0.95459 -1.49375 3.12508 0.1 0.0 -0.2 0.080
H -0.48411 0.20732 2.97708 -0.1 0.0 0.0 0.078
H -1.94528 -0.37329 2.17859 0.1 0.0 0.0 0.077
N -1.55133 1.04153 -1.28738 -0.4 0.1 -0.5 0.002
C -0.21598 1.02227 -0.77203 -0.2 -1.0 2.2 -0.317
C 0.74089 0.19998 -1.53377 0.2 -1.4 0.5 -0.335
N 2.15283 0.51251 -1.38381 0.1 0.1 0.0 -0.002
H -1.87944 0.10655 -1.49970 0.0 0.0 0.0 0.072
H -2.20705 1.46870 -0.64549 0.1 -0.1 0.0 0.066
H -0.20825 0.34550 0.33929 0.0 1.8 -1.7 0.088
H 0.12367 2.02650 -0.52183 0.1 0.0 0.0 0.114
H 0.64005 -0.86887 -1.01404 0.1 1.2 -1.2 0.072
H 0.47509 0.08999 -2.58664 -0.1 0.0 0.0 0.114
H 2.48618 0.21700 -0.47337 0.0 0.1 -0.1 0.058
H 2.33457 1.50409 -1.48708 0.0 0.0 0.0 0.061
```
Positions in Å, forces in eV/Å.

Results
Kohn-Sham gap   8.8 eV
LUMO energy   0.771 eV
HOMO energy   -8.017 eV
Calculated total energy   -307.07247 a.u.

2.
The following is a quantum chemistry calculation of a cluster of 2 separate species, C5H12N2 in total, from the OMol25 dataset.

The geometry in XYZ format:
```
19
Properties=species:S:1:pos:R:3:forces:R:3:lowdin_charge:R:1
C -2.58267 1.40721 0.08149 -1.3 -1.3 0.3 -0.077
C -1.61659 0.64978 -0.79421 -1.7 1.0 -1.1 -0.278
N -1.23328 -0.54720 -0.79323 -1.5 -1.0 1.0 -0.060
N -1.81924 -1.42691 0.18912 1.2 0.9 -0.8 0.027
H -3.21314 2.19198 -0.38123 0.9 -0.4 -0.4 0.078
H -2.02069 1.87631 0.86910 0.0 0.2 0.7 0.065
H -3.35505 0.69647 0.47881 0.8 0.6 0.1 0.078
H -1.42716 1.16269 -1.71574 1.0 0.5 -0.3 0.098
H -1.03241 -2.02441 0.36679 0.0 -0.7 0.4 0.049
H -2.03719 -0.94583 1.05172 -0.1 0.2 0.2 0.056
C 1.45544 0.63386 -0.70704 -1.9 -1.5 -2.6 -0.061
C 2.29183 0.01611 0.04602 1.2 -2.9 1.2 -0.210
C 2.15752 -1.54820 0.26130 1.0 2.6 -0.2 -0.077
H 1.44152 1.66295 -0.94270 0.1 1.0 -0.1 0.047
H 0.79631 -0.08552 -1.26082 0.3 1.5 0.4 0.053
H 3.08333 0.54371 0.48969 1.0 0.5 1.0 0.065
H 3.05264 -2.04774 0.59687 0.3 0.1 0.3 0.057
H 1.88904 -1.97559 -0.66550 -0.5 -0.6 -1.0 0.050
H 1.37202 -1.65061 0.96355 -0.7 -0.6 0.8 0.039
```
Positions in Å, forces in eV/Å.

Results
Kohn-Sham gap   10.1 eV
LUMO energy   0.960 eV
HOMO energy   -9.175 eV
Calculated total energy   -307.10978 a.u.

3.
The following is a quantum chemistry calculation of an isolated molecule of C5H12N2, from the OMol25 dataset.

The geometry in XYZ format:
```
19
Properties=species:S:1:pos:R:3:forces:R:3:lowdin_charge:R:1
C -2.23363 -0.83711 -0.98241 0.3 0.3 -0.2 -0.036
C -1.34768 0.15056 -0.86230 1.7 -2.2 -0.2 -0.094
C 0.20479 -0.11517 0.00595 -4.2 1.3 -2.5 -0.577
C 1.31264 -0.18641 -1.02924 0.0 0.1 0.1 -0.046
N 0.17964 -1.24305 0.84760 0.2 -0.1 0.4 0.075
C 0.00278 1.19063 0.68771 5.0 0.1 4.0 -0.159
N 1.27967 1.34427 1.79170 -1.8 0.3 -1.2 -0.016
H -3.09820 -0.75560 -1.63890 0.0 0.1 0.3 0.047
H -2.09258 -1.80571 -0.50860 0.1 0.1 0.1 0.040
H -1.50497 1.06584 -1.43380 0.3 0.0 0.3 0.085
H 2.28604 -0.31644 -0.54773 -0.1 0.0 0.1 0.078
H 1.35506 0.73327 -1.61682 -0.1 -0.1 0.0 0.085
H 1.15356 -1.02862 -1.71056 0.0 0.1 0.1 0.084
H 0.28593 -2.12708 0.36730 -0.2 0.1 0.1 0.089
H -0.56602 -1.24045 1.53340 0.0 -0.2 -0.2 0.096
H 0.15736 2.06328 0.05994 -0.4 -0.2 -0.1 0.104
H -0.85319 1.25963 1.35477 -0.1 -0.1 -0.4 0.105
H 2.16716 1.32940 1.28824 -0.4 0.0 -0.1 0.020
H 1.31164 0.51878 2.39375 -0.3 0.2 -0.4 0.021
```
Positions in Å, forces in eV/Å.

Results
Kohn-Sham gap   9.4 eV
LUMO energy   0.909 eV
HOMO energy   -8.511 eV
Calculated total energy   -307.13694 a.u.

4.
The following is a quantum chemistry calculation of an isolated molecule of C5H12N2, from the OMol25 dataset.

The geometry in XYZ format:
```
19
Properties=species:S:1:pos:R:3:forces:R:3:lowdin_charge:R:1
C 0.95708 -1.62129 1.60594 0.5 0.4 -1.4 -0.103
C 0.80041 -1.24437 0.08836 0.5 -1.1 1.3 -0.263
C -0.65055 -1.03325 -0.32053 0.5 0.3 0.6 -0.199
C -1.21256 0.30832 0.19389 0.2 0.5 -1.0 -0.234
N -1.54612 1.15449 -0.93773 -1.1 0.0 -0.5 -0.001
C -0.76135 1.98861 -1.45613 0.4 0.7 0.6 -0.309
N 0.50770 2.27959 -1.01253 0.5 -0.3 0.4 0.083
H 0.11840 -2.23031 1.93719 -0.1 0.4 0.3 0.069
H 1.15168 -0.68995 2.12890 -0.6 -0.1 0.7 0.058
H 1.86098 -2.21093 1.73386 0.1 -0.1 0.0 0.058
H 1.26856 -2.07815 -0.44948 -0.3 0.2 -0.3 0.097
H 1.42819 -0.36460 -0.07655 -0.2 0.0 -0.3 0.089
H -0.69471 -1.09396 -1.39988 -0.4 0.2 -0.2 0.103
H -1.27620 -1.81922 0.09789 0.1 -0.3 -0.1 0.100
H -2.15638 0.16712 0.71229 0.1 -0.1 0.3 0.102
H -0.50733 0.82042 0.86500 -0.1 -0.3 0.2 0.094
H -1.10755 2.66202 -2.23731 -0.1 -0.4 -0.4 0.110
H 0.69751 2.04617 -0.05387 0.3 -0.1 0.0 0.066
H 1.12226 2.95931 -1.41930 -0.4 0.2 -0.2 0.081
```
Positions in Å, forces in eV/Å.

Results
Kohn-Sham gap   9.9 eV
LUMO energy   1.003 eV
HOMO energy   -8.885 eV
Calculated total energy   -307.19339 a.u.

5.
The following is a quantum chemistry calculation of an isolated molecule of C5H12N2, from the OMol25 dataset.

The geometry in XYZ format:
```
19
Properties=species:S:1:pos:R:3:forces:R:3:lowdin_charge:R:1
C -2.43140 0.33919 -1.90379 -0.2 0.2 -0.8 -0.008
C -1.70190 -0.06994 -0.84681 1.0 -2.2 -0.7 -0.227
C -1.08213 0.66662 0.24215 2.4 3.2 -0.5 -0.169
C 0.33705 0.23177 0.91181 -0.8 -0.8 -2.0 -0.383
N 0.90885 1.38721 1.57939 1.2 -1.6 -0.1 0.034
C 1.33838 -0.65788 0.04893 0.1 3.2 -2.1 -0.250
N 2.28795 -1.58285 0.72943 -1.5 1.7 0.9 -0.002
H -2.21274 1.21090 -2.54467 -0.7 0.7 1.5 0.059
H -3.24985 -0.23803 -2.37168 1.3 -0.6 0.0 0.052
H -1.25331 -1.10625 -0.85778 -2.2 0.1 0.5 0.105
H -1.15465 1.78486 -0.04321 1.0 -1.1 0.0 0.134
H -1.72010 0.81713 1.07968 -1.0 -0.8 0.9 0.101
H 0.09999 -0.56488 1.55152 -1.0 -0.6 2.1 0.098
H 0.89708 2.11845 0.89428 0.0 0.7 -0.3 0.053
H 1.88857 1.05662 1.56393 -0.2 1.0 0.8 0.076
H 1.84553 0.15796 -0.68575 -0.4 -2.2 1.6 0.157
H 0.67474 -1.21018 -0.58236 -0.3 -0.5 -0.7 0.058
H 2.78796 -2.04597 0.01337 0.7 -0.6 -0.7 0.041
H 1.73998 -2.29472 1.22153 0.3 0.3 -0.2 0.072
```
Positions in Å, forces in eV/Å.

Results
Kohn-Sham gap   9.6 eV
LUMO energy   1.015 eV
HOMO energy   -8.622 eV
Calculated total energy   -307.08919 a.u.

6.
The following is a quantum chemistry calculation of an isolated molecule of C5H12N2, from the OMol25 dataset.

The geometry in XYZ format:
```
19
Properties=species:S:1:pos:R:3:forces:R:3:lowdin_charge:R:1
C 2.10343 -0.03344 2.95885 -2.0 -1.5 1.2 -0.123
N 1.26808 -0.64133 1.88165 -0.2 0.2 0.5 -0.156
C 1.17990 0.06013 0.65683 -5.6 0.0 -1.1 -0.132
C -0.07937 -0.06415 -0.09722 3.4 -0.9 1.9 -0.133
C -0.37415 0.61859 -1.40582 2.6 1.1 -0.3 -0.265
C -1.81428 0.48339 -1.96002 0.1 0.1 2.0 -0.311
N -2.16667 -0.91318 -2.18752 -0.2 -1.9 -1.5 -0.045
H 2.76573 0.59326 2.39153 0.6 0.6 0.6 0.044
H 1.42660 0.50080 3.78305 1.6 -0.6 -1.9 0.109
H 2.66098 -0.87134 3.49812 -0.5 1.3 -0.7 0.081
H 0.34579 -1.01225 2.21225 1.4 0.5 -0.6 0.128
H 1.91303 0.89514 0.49616 -0.6 -1.2 -0.2 0.113
H -0.87239 -0.78857 0.20944 1.0 0.4 0.2 0.092
H 0.35026 0.30919 -2.22714 -0.7 0.1 0.8 0.113
H 0.06525 1.64037 -1.05632 -1.7 -0.8 -1.7 0.128
H -2.43027 0.71118 -1.08248 -0.3 0.9 -0.4 0.098
H -1.96644 1.19104 -2.76939 -0.1 0.0 -0.2 0.096
H -1.37570 -1.48998 -2.50527 -0.5 0.5 0.1 0.065
H -2.99977 -1.18886 -2.79672 1.6 1.3 1.2 0.097
```
Positions in Å, forces in eV/Å.

Results
Kohn-Sham gap   8.4 eV
LUMO energy   1.204 eV
HOMO energy   -7.167 eV
Calculated total energy   -307.11879 a.u.